one | A gas-phase ion, C6H15N4 (charge +1), computed with wB97M-V/def2-TZVPD.

Last column: Mulliken charge in e.
Element x y z (Å)
C: -1.47 1.74 0.18  -0.9276
C: -0.03 1.34 0.60  -0.3517
C: 2.00 0.71 -0.67  -0.6515
C: 2.74 -0.51 -0.07  -0.5111
C: -2.33 -0.52 0.29  0.1968
C: 0.35 -0.90 -0.23  -0.8444
N: -2.20 0.61 -0.37  -0.1762
N: 0.58 0.51 -0.41  0.0557
N: -2.88 -1.61 -0.24  -0.3225
N: 1.65 -1.33 0.52  -0.1690
H: -2.00 2.13 1.05  0.3198
H: -1.43 2.51 -0.59  0.4343
H: 0.54 2.26 0.72  0.4344
H: -0.08 0.84 1.58  0.2294
H: 2.35 1.65 -0.24  0.3077
H: 2.16 0.75 -1.75  0.3661
H: 3.24 -1.08 -0.84  0.2774
H: 3.47 -0.22 0.69  0.3505
H: -2.14 -0.51 1.35  0.3201
H: 0.43 -1.39 -1.21  0.2373
H: -2.29 0.59 -1.37  0.3004
H: -2.96 -2.46 0.30  0.2498
H: -3.04 -1.68 -1.23  0.2155
H: 1.80 -2.33 0.43  0.3470
H: 1.53 -1.10 1.51  0.3118

Charge = +1
M = 143.2 g/mol

---

two | 2 unconnected molecules or ions with the total composition C6H15N4, computed with wB97M-V/def2-TZVPD.

Last column: Mulliken charge in e.
Element x y z (Å)
C: -0.41 0.66 -0.72  -0.5400
C: -0.01 -0.57 -1.00  0.8499
C: 1.41 -0.99 -1.01  -1.0857
C: -1.02 -1.72 -1.35  -1.3670
C: 0.02 -1.81 3.73  -0.6810
C: -0.12 3.11 -0.62  -0.8605
N: 0.41 1.10 2.09  -0.9523
N: 0.21 0.07 2.46  1.1542
N: -0.23 -1.00 2.64  -0.4063
N: 0.43 1.81 -0.30  -0.0316
H: -1.45 1.03 -0.57  0.3157
H: 2.03 -0.05 -1.20  0.2452
H: 1.67 -1.86 -1.71  0.3821
H: 1.66 -1.30 0.05  0.2373
H: -0.62 -2.42 -2.13  0.3564
H: -1.94 -1.48 -1.72  0.4348
H: -1.27 -2.24 -0.35  0.2439
H: -0.32 -2.84 3.42  0.2670
H: 1.04 -1.79 4.00  0.3279
H: -0.44 -1.44 4.69  0.2897
H: -1.23 3.08 -0.64  0.3135
H: 0.18 3.86 0.13  0.3431
H: 0.32 3.42 -1.59  0.3522
H: 0.59 1.70 0.75  0.3913
H: 1.47 1.60 -0.56  0.4205

Charge = +1
M = 143.2 g/mol

---

According to the calculations, the structures order from most to least stable as one, two.

---

one | 3 unconnected molecules or ions with the total composition C3H14N2O2S, computed with wB97M-V/def2-TZVPD.

Last column: Mulliken charge in e.
Element x y z (Å)
N: 0.38 1.40 -0.74  -0.6178
C: 0.74 0.27 0.33  0.6164
C: 1.69 1.07 1.28  -0.8765
S: 1.13 2.64 1.99  -0.2374
C: 1.24 -1.00 -0.40  -0.8570
N: 0.17 -1.73 -1.19  -0.7086
H: 0.90 1.45 -1.59  0.1967
H: 0.55 2.30 -0.35  0.1889
H: -0.16 0.11 0.92  0.1516
H: 2.76 1.17 1.15  0.4136
H: 1.58 0.40 2.14  0.3484
H: -0.17 2.21 2.08  0.1386
H: 2.02 -1.05 -1.21  0.2880
H: 1.60 -1.69 0.40  0.3545
H: -0.42 -1.11 -1.68  0.3259
H: -0.44 -2.19 -0.54  0.3771
H: -1.50 0.77 -0.92  0.3282
H: -2.68 0.25 -1.87  0.2677
O: -2.03 0.01 -1.20  -0.6599
H: -1.96 -1.32 0.00  0.3403
H: -3.16 -1.90 0.77  0.2806
O: -2.24 -2.05 0.60  -0.6595

Structure (SMILES) = NC[C@H](N)CS.O.O
M = 142.2 g/mol

---

two | 3 unconnected molecules or ions with the total composition C3H14N2O2S, computed with wB97M-V/def2-TZVPD.

Last column: Mulliken charge in e.
Element x y z (Å)
N: 0.92 -0.84 -2.37  -0.7455
C: 1.02 -0.58 -0.90  0.0451
C: 0.08 0.51 -0.41  -0.5242
S: 0.86 2.17 -0.42  -0.2579
C: 1.08 -1.90 -0.10  -0.8027
N: 1.62 -1.70 1.28  -0.5456
H: 1.65 -0.31 -2.82  0.2580
H: 2.14 2.10 -0.77  0.1007
H: 1.20 -1.80 -2.57  0.2517
H: 2.06 -0.24 -0.75  0.3049
H: -0.35 0.35 0.61  0.3437
H: -0.61 0.57 -1.26  0.4054
H: 0.04 -2.28 -0.04  0.2886
H: 1.79 -2.61 -0.53  0.4127
H: 2.50 -2.17 1.38  0.2390
H: 1.68 -0.70 1.42  0.2265
H: -0.54 -0.58 4.69  0.3253
H: -2.09 -1.10 4.99  0.3158
O: -1.46 -0.63 4.42  -0.6427
H: -5.08 0.61 -2.01  0.3163
H: -3.83 0.26 -1.15  0.3166
O: -4.25 0.97 -1.66  -0.6316

Structure (SMILES) = NC[C@@H](N)CS.O.O
M = 142.2 g/mol

---

According to the calculations, the structures order from most to least stable as one, two.

---

one | 4 unconnected molecules or ions with the total composition C6H14O3, computed with wB97M-V/def2-TZVPD.

Last column: Mulliken charge in e.
Element x y z (Å)
C: -0.05 -0.46 -1.73  -0.3481
C: -1.00 0.45 -1.84  -0.8915
C: 1.42 -1.01 0.12  -1.0030
C: 0.30 -1.29 -0.53  0.6363
C: -0.68 -2.27 -0.04  -0.1906
C: -1.97 -2.35 -0.34  -0.8479
H: 0.62 -0.64 -2.57  0.3393
H: -1.06 0.99 -2.77  0.2969
H: -1.66 0.71 -1.02  0.3162
H: 1.70 -1.52 1.03  0.2992
H: 2.11 -0.23 -0.19  0.2819
H: -0.26 -2.91 0.74  0.5155
H: -2.57 -3.10 0.15  0.2411
H: -2.51 -1.74 -1.05  0.3263
H: 0.74 2.18 2.16  0.2700
H: 0.48 2.54 0.70  0.3789
O: 0.04 2.20 1.50  -0.6012
H: 1.81 3.43 -1.34  0.3045
H: 2.52 3.72 -0.03  0.2782
O: 1.84 3.16 -0.41  -0.6306
H: -0.40 -1.39 2.54  0.3209
H: -0.69 0.07 2.09  0.3517
O: -0.73 -0.54 2.83  -0.6440

Structure (SMILES) = C=CC(=C)C=C.O.O.O
M = 134.2 g/mol

---

two | 3 unconnected molecules or ions with the total composition C6H14O3, computed with wB97M-V/def2-TZVPD.

Last column: Mulliken charge in e.
Element x y z (Å)
C: -0.08 1.06 0.89  0.4696
C: 0.55 -1.05 0.21  0.4014
C: 0.56 -0.24 -0.90  0.3298
C: 0.59 2.32 0.43  -1.5292
C: -0.58 -1.88 0.70  -1.4619
C: -0.54 -0.05 -1.88  -1.3347
O: 0.29 0.69 2.19  -0.5337
O: -1.46 1.20 0.77  -0.4939
O: 1.45 -2.12 -1.39  -0.8120
H: 0.13 1.44 2.79  0.3533
H: -1.88 0.44 1.18  0.3620
H: 0.78 -2.67 -1.82  0.2139
H: 1.45 -1.07 0.81  0.3882
H: 1.48 0.29 -1.10  0.4783
H: 1.68 2.21 0.48  0.3246
H: 0.30 2.59 -0.58  0.3289
H: 0.30 3.15 1.09  0.4840
H: -0.25 -2.92 0.74  0.4065
H: -1.47 -1.82 0.07  0.3002
H: -0.83 -1.59 1.73  0.3522
H: -1.05 0.90 -1.71  0.3347
H: -1.29 -0.84 -1.82  0.2905
H: -0.12 -0.05 -2.89  0.3473

M = 134.2 g/mol

---

According to the calculations, the structures order from most to least stable as one, two.

---

one | 3 unconnected molecules or ions with the total composition C3H15N2O2, computed with wB97M-V/def2-TZVPD.

Last column: Mulliken charge in e.
Element x y z (Å)
N: -1.12 -0.44 2.08  -0.4094
C: -0.60 1.03 2.09  -0.5136
C: 0.48 1.28 0.96  -0.6671
N: -0.09 1.10 -0.34  -0.1269
C: -0.83 2.10 -1.05  -0.7835
H: -0.52 -1.13 2.60  0.3681
H: -2.15 -0.44 2.24  0.3673
H: -1.23 -0.92 1.11  0.3799
H: -1.62 1.64 2.01  0.3131
H: -0.04 1.19 3.05  0.3385
H: 0.78 2.22 1.28  0.3286
H: 1.30 0.50 1.19  0.3871
H: 0.52 0.44 -0.94  0.2214
H: -1.56 2.67 -0.29  0.2450
H: -1.56 1.54 -1.74  0.2510
H: -0.18 2.73 -1.59  0.2949
H: 0.66 -4.85 -1.36  0.3043
H: 1.18 -5.99 -0.44  0.3456
O: 1.07 -4.97 -0.56  -0.6498
H: 2.35 0.69 -3.25  0.3182
H: 1.51 -0.40 -3.91  0.2773
O: 1.66 0.02 -3.15  -0.5902

Charge = +1
M = 111.2 g/mol

---

two | 3 unconnected molecules or ions with the total composition C3H15N2O2, computed with wB97M-V/def2-TZVPD.

Last column: Mulliken charge in e.
Element x y z (Å)
N: 0.11 0.64 0.71  -0.3365
C: 0.60 -0.66 -0.02  0.2789
C: 1.71 -0.17 -1.03  -1.3482
C: -0.75 -1.23 -0.79  -0.7259
N: -0.48 -2.72 -0.61  -0.6748
H: 0.60 1.51 0.45  0.4082
H: 0.04 0.55 1.72  0.3701
H: -0.85 0.82 0.34  0.3563
H: 1.09 -1.28 0.79  0.2953
H: 1.71 0.82 -1.42  0.3390
H: 1.55 -0.77 -1.89  0.3882
H: 2.71 -0.38 -0.82  0.3645
H: -1.65 -0.90 -0.28  0.4199
H: -0.76 -0.81 -1.79  0.3995
H: -1.34 -3.19 -0.97  0.2736
H: 0.20 -3.21 -1.28  0.2557
H: -1.13 -0.34 3.27  0.3206
H: -1.46 1.23 2.99  0.3176
O: -1.37 0.35 2.70  -0.6738
H: 0.07 3.30 -1.40  0.2800
H: -0.53 3.55 -0.08  0.2782
O: -0.07 2.88 -0.58  -0.5865

Charge = +1
M = 111.2 g/mol

---

According to the calculations, the structures order from most to least stable as two, one.